1.
Here is a 6-piece molecular cluster, C18H48ClN3O9 overall at a distorted geometry from the Open Molecules 2025 dataset. Energies are from ωB97M-V/def2-TZVPD.

Each line ends with the Mulliken charge.
Cartesian coordinates (Å):
O -10.473 -11.463 6.709  -0.3372
H -10.428 -12.438 6.622  0.4576
H -9.661 -11.039 6.242  0.4866
H -11.269 -11.048 6.330  0.4221
Cl -6.703 -11.789 8.349  1.5645
O -8.000 -12.259 7.884  -0.6218
O -6.239 -12.583 9.449  -0.7016
O -5.749 -11.856 7.283  -0.3600
O -6.821 -10.428 8.780  -0.7882
C -6.909 -13.313 4.255  0.4717
O -7.749 -14.179 3.497  -0.5938
H -6.744 -12.328 3.812  -0.0026
H -7.460 -13.181 5.193  -0.0417
H -6.004 -13.848 4.550  -0.1428
H -7.168 -14.634 2.880  0.3361
C -10.967 -12.355 10.631  -1.4850
C -9.876 -13.075 11.477  0.6200
C -10.513 -14.019 12.447  -0.7744
O -9.495 -14.661 13.192  -0.2901
C -10.014 -15.412 14.265  -0.7626
N -8.954 -13.708 10.512  -0.6880
H -10.436 -11.709 9.934  0.2678
H -11.675 -11.786 11.243  0.4382
H -11.640 -13.033 10.099  0.3373
H -9.330 -12.274 11.991  0.2715
H -11.030 -14.800 11.874  0.3065
H -11.241 -13.441 13.027  0.3904
H -10.652 -14.736 14.847  0.3150
H -9.213 -15.737 14.928  0.2601
H -10.605 -16.309 14.054  0.2899
H -8.408 -12.978 10.068  0.1664
H -8.375 -14.244 11.154  0.2987
C -8.407 -10.024 3.490  -1.8810
C -7.722 -9.460 4.743  1.3329
C -7.278 -8.032 4.654  -1.0234
O -8.368 -7.110 4.790  -0.3822
C -8.121 -6.005 5.640  -0.7030
N -8.505 -9.760 5.965  -0.5389
H -8.678 -11.067 3.669  0.4027
H -7.768 -10.040 2.608  0.3992
H -9.344 -9.492 3.304  0.3731
H -6.784 -10.023 4.802  -0.1436
H -6.802 -7.805 3.699  0.3451
H -6.583 -7.810 5.471  0.5343
H -7.193 -5.541 5.279  0.3045
H -7.877 -6.386 6.639  0.3261
H -8.930 -5.284 5.629  0.2343
H -7.761 -9.968 6.612  0.0418
H -8.943 -8.881 6.235  0.2947
C -2.826 -15.377 5.506  -1.8941
C -2.451 -14.190 6.386  2.0471
C -1.025 -14.464 6.856  -1.4337
C -0.425 -13.312 7.642  -0.6317
C -0.405 -12.102 6.750  -1.3540
C -1.763 -11.730 6.040  2.0258
N -2.415 -12.970 5.574  -0.0068
O -3.667 -12.683 4.966  -0.4619
C -2.588 -10.898 7.006  -1.6134
C -1.358 -10.917 4.835  -2.1292
C -3.383 -14.131 7.599  -1.7762
H -3.875 -15.399 5.207  0.2209
H -2.708 -16.328 6.035  0.3812
H -2.135 -15.452 4.667  0.4316
H -1.054 -15.295 7.567  0.4602
H -0.409 -14.736 5.996  0.3748
H 0.556 -13.546 8.061  0.4053
H -1.030 -13.166 8.543  0.3230
H 0.384 -12.259 6.006  0.4474
H -0.035 -11.221 7.283  0.4620
H -3.423 -10.408 6.491  0.2287
H -2.917 -11.362 7.932  0.3251
H -2.074 -9.969 7.283  0.4838
H -0.711 -10.073 5.082  0.3772
H -0.867 -11.538 4.088  0.4682
H -2.257 -10.482 4.385  0.3729
H -3.121 -13.496 8.448  0.3711
H -3.233 -15.060 8.166  0.5175
H -4.435 -14.008 7.356  0.2658
H -4.243 -12.495 5.732  0.2840

For the HOMO energy, the calculation gives -7.89 eV. The calculation puts the frontier orbital gap at 0.2506 Ha. The calculation puts the electronic energy at -54852.8183 eV.

---

2.
Here is an isolated ion of composition C8H14NO2 and charge +1 at a distorted geometry from the Open Molecules 2025 dataset. Energies are from ωB97M-V/def2-TZVPD.

Each line ends with the Mulliken charge.
Cartesian coordinates (Å):
C -0.068 2.216 -1.580  -0.2526
C 0.910 1.419 -1.976  -0.4756
C -0.808 0.053 -1.009  1.1412
C -1.226 1.530 -1.089  -0.8437
C -0.778 -0.479 0.479  -0.3050
C 0.204 -0.192 2.810  -1.5184
C 1.012 -1.981 1.139  -1.3181
C 0.518 -0.507 1.339  0.4052
N 0.613 -0.003 -1.585  -0.1279
O -1.601 -0.817 -1.703  -0.5820
O -1.729 -1.050 0.888  -0.4537
H 0.029 3.323 -1.574  0.3997
H 1.934 1.617 -2.286  0.4574
H -1.444 2.005 -0.124  0.3821
H -2.025 1.595 -1.756  0.3967
H 0.966 -0.744 3.264  0.4237
H -0.802 -0.550 3.065  0.3262
H 0.193 0.820 2.853  0.4613
H 1.062 -2.052 0.095  0.3590
H 0.363 -2.738 1.489  0.3836
H 1.974 -2.186 1.628  0.3919
H 1.287 0.044 0.827  0.2550
H 0.660 -0.659 -2.333  0.3730
H 1.332 -0.255 -0.977  0.2531
H -2.576 -0.409 -1.883  0.4679

For the HOMO energy, the calculation gives -13.59 eV. The calculation puts the energy above the lowest of the compared OMol25 structures with the same formula, charge and spin at 46.4 kcal/mol. As for the total charge: +1. The calculation puts the frontier orbital gap at 0.3798 Ha. The calculation puts the electronic energy at -14099.2231 eV.

---

3.
Here is C25H18ClF10IrN3O3 as an isolated structure at a distorted geometry from the Open Molecules 2025 dataset. Energies are from ωB97M-V/def2-TZVPD.

Each line ends with the Mulliken charge.
Cartesian coordinates (Å):
Ir -0.376 -0.479 0.732  2.1515
C 0.487 -2.213 2.960  -0.9380
N -0.343 -1.013 2.736  0.3646
C -1.725 -1.275 3.174  -1.3190
C -2.395 -2.195 2.170  -0.5461
N -2.114 -1.731 0.815  0.2125
C -2.933 -2.188 -0.166  -0.1954
C -3.619 -3.424 -0.163  0.2893
F -3.402 -4.343 0.813  -0.3446
C -4.474 -3.839 -1.170  -0.0432
F -5.050 -5.050 -1.083  -0.3221
C -4.712 -3.047 -2.270  0.7202
F -5.542 -3.442 -3.251  -0.3337
C -4.074 -1.819 -2.320  -0.0422
F -4.325 -0.994 -3.345  -0.3107
C -3.229 -1.410 -1.311  0.2477
F -2.756 -0.164 -1.404  -0.3286
C 0.266 0.161 3.400  -1.2843
C 1.529 0.636 2.643  -0.6057
N 1.506 0.065 1.300  0.7125
C 2.589 0.227 0.466  -0.6859
C 3.559 1.231 0.519  0.4365
F 3.502 2.201 1.457  -0.4247
C 4.602 1.311 -0.389  0.4913
F 5.486 2.313 -0.295  -0.3414
C 4.728 0.379 -1.396  0.6099
F 5.733 0.455 -2.278  -0.3432
C 3.810 -0.659 -1.462  0.3356
F 3.951 -1.606 -2.393  -0.3516
C 2.790 -0.732 -0.541  -0.4390
F 1.982 -1.803 -0.586  -0.4305
H 0.576 -2.400 4.036  0.3003
H 1.469 -2.060 2.523  0.2588
H 0.014 -3.069 2.483  0.2863
H -2.243 -0.321 3.193  0.3624
H -1.739 -1.706 4.183  0.3587
H -3.470 -2.163 2.387  0.4340
H -2.081 -3.231 2.335  0.4666
H 0.480 -0.068 4.451  0.5533
H -0.490 0.942 3.379  0.3496
H 2.442 0.325 3.166  0.4389
H 1.523 1.731 2.658  0.2941
Cl -3.268 1.132 1.312  -0.2331
C -1.517 1.162 0.765  -1.1057
H -1.083 1.955 1.377  0.4545
H -1.596 1.504 -0.263  0.4438
O 1.045 2.136 -4.608  -0.7273
C 1.109 2.701 -3.400  0.0271
C 1.516 4.037 -3.321  -0.7477
C 1.606 4.671 -2.098  -0.4278
C 1.298 3.990 -0.925  -1.3526
C 0.898 2.669 -1.003  0.5578
C 0.786 1.999 -2.218  0.2501
C 0.363 0.556 -2.298  0.6605
O 0.334 0.031 -3.431  -0.9367
O 0.065 -0.106 -1.260  -0.8325
H 0.755 1.184 -4.418  0.3885
H 1.757 4.550 -4.243  0.4328
H 1.929 5.704 -2.057  0.3548
H 1.388 4.478 0.036  0.4436
H 0.682 2.114 -0.103  0.3051

For the HOMO energy, the calculation gives -4.42 eV. The calculation puts the energy above the lowest of the compared OMol25 structures with the same formula, charge and spin at 12.0 kcal/mol. As for the total charge: -1. The calculation puts the frontier orbital gap at 0.2417 Ha. The calculation puts the electronic energy at -79366.7468 eV.